Density functional theory data (ωB97M-V/def2-TZVPD) for C3H3NO4 in the gas phase.

```
11
Properties=species:S:1:pos:R:3:lowdin_charge:R:1
C -0.46783 1.38526 -0.69925 -0.3624
C -0.02077 -0.22197 -0.59791 -0.3490
C 0.80336 -1.99464 2.19596 -0.0138
H -0.86871 2.95145 0.36693 0.2182
H 0.43969 -2.94470 3.03352 0.1748
H 0.92214 -1.01138 2.65807 0.0660
N 0.43286 -2.09418 0.91626 0.1238
O -0.33855 2.00254 0.54908 0.0203
O -0.72746 1.92917 -1.75988 0.1130
O 0.20786 -0.80967 -1.69553 0.0779
O 0.18169 -0.54054 0.67318 -0.0688
```

HOMO energy = -10.48 eV
Relative energy (zero: lowest compared OMol25 entry of this formula, charge and spin) = 116.1 kcal/mol
Charge = 0
Kohn-Sham gap = 9.8 eV
Lowest unoccupied orbital energy = -0.627 eV
Largest force on an atom = 5.69 eV/A
SMILES = C=NOC(=O)C(=O)O